Entry 1:
Density functional theory data (ωB97M-V with the def2-TZVPD basis set) for a molecular structure, C42H34As2BrN6O6S4W in a non-equilibrium geometry.

```
96
Properties=species:S:1:pos:R:3:mulliken_charge:R:1
W -0.09 -1.43 0.52 1.58
Br -6.05 -2.45 -4.20 -0.17
As 0.98 0.85 1.84 2.83
As -1.40 -3.86 0.16 -0.24
S -1.60 -2.26 3.30 2.07
S 3.04 1.62 -0.95 0.03
S -4.15 2.02 0.81 -0.35
S 0.99 3.60 -2.39 -0.18
O -1.57 -1.76 4.64 -0.74
O -2.89 -2.59 2.75 -0.87
O -0.87 -1.22 2.41 -0.27
O 0.26 -3.27 -0.19 -0.74
O 1.31 -2.07 1.64 -0.82
O -1.84 -2.08 0.29 -0.36
N -2.00 0.66 0.36 1.64
N -0.45 -1.51 -2.02 0.92
N 1.92 -1.44 -0.80 0.90
N -3.79 -0.59 1.27 -0.17
N 1.29 1.25 -3.69 -0.30
N -0.10 1.36 -1.80 0.33
C 4.00 -0.80 4.24 -1.00
C 3.10 -1.37 -0.20 -1.03
C -1.80 1.95 -0.13 -1.75
C -2.82 2.81 0.05 0.08
C 3.29 -0.17 3.23 -0.26
C -1.29 4.23 2.87 -1.01
C 2.00 -0.96 5.55 -0.71
C 4.28 -1.78 -0.81 -0.92
C -4.02 -0.99 -2.87 -0.67
C -0.35 2.02 2.67 0.90
C 3.19 2.47 0.51 0.94
C -0.14 3.56 -1.09 -0.09
C 3.65 3.86 2.89 -0.94
C -1.31 1.54 3.55 -0.85
C 1.88 -1.93 -2.04 1.51
C 2.65 2.90 2.83 -0.16
C 1.28 -0.33 4.54 -0.45
C -0.85 -4.47 1.95 0.07
C 4.20 3.47 0.60 -0.70
C -0.39 -5.78 1.91 -0.70
C -4.31 -2.16 -3.54 -0.09
C 2.39 2.21 1.65 -0.85
C 1.92 0.05 3.37 1.25
C 0.31 -5.65 4.21 -0.84
C -1.76 -1.75 -2.57 -0.13
C -0.71 -3.77 3.15 0.50
C -2.06 -2.92 -3.24 -0.49
C 2.99 -2.35 -2.73 -0.99
C -2.24 2.42 4.11 -1.24
C 3.36 -1.20 5.41 -0.84
C 0.71 1.91 -2.64 -0.17
C -0.63 2.31 -0.95 -0.43
C -3.35 -3.13 -3.73 -0.82
C 4.42 4.15 1.77 -0.81
C -0.15 -4.33 4.27 -0.09
C -3.22 0.55 0.82 -0.21
C -2.74 -0.79 -2.38 0.02
C 4.23 -2.27 -2.10 -0.91
C 0.19 -6.36 3.04 -0.78
C 0.55 -1.97 -2.66 -1.81
C -0.36 3.37 2.32 -0.17
C -2.23 3.76 3.77 -0.82
H 3.10 -1.01 0.82 0.73
H 3.82 0.16 2.35 0.36
H -2.96 4.44 4.20 0.42
H 3.83 4.37 3.82 0.47
H -4.79 -0.24 -2.71 0.49
H 5.22 -1.69 -0.27 0.58
H 1.19 0.24 -3.72 0.18
H -2.49 0.12 -1.85 0.18
H 0.52 -7.39 2.99 0.42
H -1.32 -3.70 -3.34 0.50
H 0.36 3.76 1.62 0.61
H 2.88 -2.74 -3.73 0.56
H -0.09 -3.76 5.19 0.51
H -1.28 5.28 2.59 0.47
H 2.08 1.65 -4.16 0.25
H 0.23 -0.17 4.68 0.19
H -0.37 4.45 -0.52 0.51
H 1.49 -1.24 6.46 0.57
H -4.69 -0.53 1.72 0.26
H 3.91 -1.69 6.20 0.42
H 1.79 -2.88 1.42 0.35
H 0.46 -2.40 -3.66 0.52
H -1.37 0.50 3.82 0.27
H -2.97 2.03 4.82 0.50
H 5.20 4.90 1.82 0.42
H -3.59 -4.05 -4.24 0.44
H 5.06 -0.97 4.12 0.48
H 5.13 -2.60 -2.60 0.48
H 4.78 3.67 -0.29 0.53
H -2.90 3.82 -0.29 0.55
H 2.07 2.70 3.71 0.46
H -3.22 -1.40 1.48 -0.08
H -0.48 -6.36 1.00 0.40
H 0.74 -6.11 5.09 0.43
```

Total energy, Eh: -11106.130433
Net charge: +1
<S²>: 2.03
Kohn-Sham gap (spin up / spin down), eV: 6.529 / 5.559
M, g mol⁻¹: 1260.63
Multiplicity: 3

***

Entry 2:
Density functional theory data (ωB97M-V with the def2-TZVPD basis set) for a molecular structure, C42H34BF4GeNSbSeTc in a non-equilibrium geometry.

```
86
Properties=species:S:1:pos:R:3:mulliken_charge:R:1
Sb -0.68 -2.18 0.90 2.31
Tc 0.13 0.00 -0.49 -1.36
Se 2.27 -0.75 -0.84 -0.03
Ge 0.72 2.53 2.22 2.06
F -0.56 1.07 -2.26 -0.36
F -0.36 -1.17 -2.43 -0.33
F -2.17 -0.15 -3.54 -0.17
F -2.00 -0.23 -1.17 -0.33
N 5.93 2.06 -0.28 -0.53
C -0.02 5.02 1.02 -0.64
C 3.74 0.41 -0.47 0.53
C -0.78 2.72 3.37 -0.19
C 1.72 -5.66 1.72 -0.74
C -3.19 -3.22 -0.42 -0.56
C -1.12 -4.00 -1.45 -0.62
C 4.19 1.06 -1.61 -0.55
C -3.25 -4.53 -2.44 -0.67
C -1.80 -3.30 -0.44 0.81
C 2.02 -2.91 2.08 -0.12
C -3.91 -3.85 -1.42 -0.62
C -1.86 -4.63 -2.44 -0.76
C 2.21 1.74 3.12 0.77
C 0.10 6.07 0.12 -0.72
C 0.92 3.99 1.00 0.42
C -3.80 -0.75 3.52 -0.85
C -2.79 1.89 4.42 -0.18
C 2.86 -5.16 2.32 -0.79
C -1.74 1.71 3.53 1.08
C 5.30 1.89 -1.45 -0.52
C -1.94 4.06 5.01 -0.77
C 2.19 0.37 3.36 -0.88
C 4.30 1.90 4.33 -0.84
C -2.97 -0.93 2.42 -0.45
C -3.48 -1.36 4.74 -0.24
C 5.47 1.39 0.79 -0.58
C 0.36 1.05 0.82 1.00
C 4.37 0.54 0.75 0.12
C 1.95 4.00 0.06 0.08
C -1.51 -2.34 3.77 -0.70
C 0.71 -4.80 1.30 -0.70
C -2.89 3.06 5.16 -0.99
C 2.06 5.05 -0.84 -0.78
C 3.02 -3.78 2.50 -0.51
C -2.34 -2.14 4.86 -0.81
C 3.21 -0.24 4.07 -0.63
C 1.13 6.08 -0.81 -0.60
C 4.27 0.52 4.55 -0.61
C 3.27 2.51 3.62 -0.30
C -1.84 -1.74 2.56 0.76
C 0.87 -3.43 1.48 0.69
C -0.89 3.90 4.12 -0.53
B -1.37 -0.14 -2.50 0.40
H 3.19 -1.31 4.27 0.59
H 2.87 5.07 -1.56 0.47
H -3.54 1.11 4.54 0.08
H 5.07 0.05 5.11 0.44
H -0.04 -4.06 -1.46 0.52
H -0.63 -2.97 3.86 0.55
H -0.19 -5.21 0.84 0.51
H 1.61 -6.73 1.57 0.45
H -1.67 0.78 2.97 -0.33
H 5.11 2.49 4.72 0.46
H 5.69 2.42 -2.31 0.42
H -1.35 -5.18 -3.22 0.43
H 3.64 -5.83 2.65 0.42
H 2.16 -1.84 2.20 -0.28
H -4.14 -1.22 5.59 0.44
H 2.67 3.20 0.05 0.31
H -5.00 -3.79 -1.42 0.46
H 6.00 1.54 1.72 0.45
H 3.30 3.58 3.45 0.44
H -3.82 -4.99 -3.24 0.42
H 3.91 -3.39 2.98 0.52
H -0.62 6.88 0.14 0.43
H -4.69 -0.15 3.43 0.50
H -3.71 3.19 5.85 0.42
H 4.04 0.01 1.64 0.46
H -2.02 4.98 5.59 0.42
H 1.35 -0.23 3.01 0.46
H -0.84 5.02 1.74 0.44
H -3.22 -0.46 1.48 0.43
H -3.71 -2.69 0.37 0.37
H 3.71 0.95 -2.58 0.44
H -0.14 4.69 4.02 0.53
H -2.11 -2.61 5.81 0.45
H 1.21 6.90 -1.52 0.41
```

Total energy, Eh: -6898.868971
Net charge: +2
Kohn-Sham gap (spin up / spin down), eV: 5.074 / 5.085
M, g mol⁻¹: 1010.88

***

Entry 3:
Density functional theory data (ωB97M-V with the def2-TZVPD basis set) for a molecular structure, C42H34Cl3GeN6O3P2SSe2Ti in a non-equilibrium geometry.

```
95
Properties=species:S:1:pos:R:3:mulliken_charge:R:1
Se -0.28 -0.21 -2.79 -0.23
Se -3.94 -0.34 2.74 -0.38
Ge 3.35 0.35 -4.04 0.70
Ti 0.58 2.26 -1.86 -1.26
Cl 4.80 -1.32 -3.66 -0.45
Cl 3.59 0.67 -6.31 -0.49
Cl 4.89 2.09 -3.47 -0.43
S 0.65 3.99 0.79 0.46
P -0.42 -1.23 -0.90 0.50
P -1.91 -0.85 2.89 0.67
O 2.17 1.32 -1.33 0.77
O 1.57 4.24 1.87 -0.53
O -1.01 3.16 -1.34 -0.07
N -0.43 2.55 -3.78 0.17
N 0.01 1.94 1.14 -0.21
N -0.01 1.21 0.05 1.70
N -0.52 1.34 2.16 -1.00
N 1.85 3.38 -3.04 0.74
N 1.36 3.71 -0.60 0.25
C 3.54 -3.42 -0.35 -0.83
C -1.40 -0.20 6.87 -0.65
C 2.85 3.82 -2.39 -1.61
C 0.50 2.68 -4.91 -0.74
C -1.69 2.53 -3.95 -0.52
C 2.61 -3.89 -1.27 -1.04
C 1.08 -2.16 -0.60 1.43
C 3.79 4.37 -0.10 -1.67
C -2.28 -4.88 2.48 -0.73
C 0.24 -0.36 4.63 0.03
C 0.06 -4.37 2.28 -0.67
C -2.25 2.73 -1.55 0.74
C -1.54 -2.60 2.59 0.52
C -0.97 -5.30 2.31 -0.75
C -2.65 2.41 -2.86 0.50
C 2.84 3.53 -0.88 2.83
C -4.32 -2.20 -0.93 -0.66
C -4.45 2.21 -0.77 -0.55
C -3.97 2.02 -3.11 -0.59
C 4.07 1.55 0.10 -0.50
C -1.14 -0.49 4.49 0.66
C 4.76 3.82 0.65 -0.47
C 3.25 -2.31 0.43 -1.33
C 2.02 -1.67 0.30 -0.15
C -0.89 0.11 1.74 0.21
C 4.93 2.41 0.77 -0.86
C -0.03 -0.07 7.00 -0.49
C -4.86 1.91 -2.07 -0.85
C 1.64 3.59 -4.48 -0.84
C -3.16 2.64 -0.50 -0.25
C -3.13 -4.29 -0.77 -0.76
C 0.79 -0.15 5.88 -0.88
C 3.07 2.04 -0.69 -0.42
C -2.57 -3.53 2.61 -0.36
C -0.54 0.02 0.38 -1.37
C 1.39 -3.25 -1.41 -0.70
C -0.23 -3.02 2.44 0.05
C -3.11 -1.51 -0.92 0.15
C -1.91 -2.22 -0.83 0.76
C -1.92 -3.61 -0.74 -0.35
C -1.96 -0.41 5.61 -0.62
C -4.33 -3.58 -0.87 -0.78
H 0.70 -3.58 -2.18 0.55
H 5.44 4.47 1.20 0.46
H -3.14 -5.37 -0.70 0.48
H -4.27 1.79 -4.12 0.45
H -3.09 -5.60 2.50 0.44
H 5.74 2.02 1.37 0.44
H -1.00 -4.16 -0.60 0.44
H 0.40 0.10 7.98 0.39
H 2.85 -4.73 -1.91 0.45
H 2.56 3.34 -5.02 0.47
H -3.60 -3.19 2.72 0.37
H 1.86 -0.04 5.99 0.44
H 1.39 4.64 -4.64 0.41
H -2.05 -0.13 7.73 0.41
H -5.88 1.59 -2.25 0.45
H 0.59 -2.31 2.43 0.26
H -0.01 3.06 -5.80 0.49
H -5.15 2.11 0.06 0.46
H -5.24 -1.64 -0.99 0.47
H 4.50 -3.90 -0.26 0.46
H 0.88 -0.39 3.77 0.18
H 3.98 -1.92 1.12 0.55
H -5.27 -4.12 -0.89 0.40
H 4.19 0.47 0.17 0.55
H 0.90 1.69 -5.14 0.04
H 3.67 5.44 -0.17 0.48
H -3.11 -0.43 -0.98 -0.22
H 1.08 -4.69 2.14 0.46
H 3.60 4.50 -2.79 0.54
H -0.75 -6.36 2.20 0.39
H -2.84 2.88 0.50 0.40
H -3.04 -0.49 5.49 0.36
H 1.82 -0.78 0.89 0.92
H -2.09 2.61 -4.96 0.33
```

Total energy, Eh: -12366.090753
<S²>: 0.79
Kohn-Sham gap (spin up / spin down), eV: 5.381 / 6.065
M, g mol⁻¹: 1149.54
Multiplicity: 2

***

Entry 4:
Density functional theory data (ωB97M-V with the def2-TZVPD basis set) for a molecular structure, C42H35B2BrF8MnN7O14 in a non-equilibrium geometry.

```
110
Properties=species:S:1:pos:R:3:mulliken_charge:R:1
Br -1.62 -2.18 0.39 -0.77
Mn 0.41 -0.63 -0.02 1.39
F 1.29 -2.20 -1.08 -0.24
F -0.81 0.88 0.82 0.01
F 1.89 -3.01 0.94 -0.13
F 3.38 -2.62 -0.76 -0.33
F 1.18 1.40 0.36 -0.09
F 2.39 -0.91 0.24 -0.37
F 0.31 2.25 2.27 -0.30
F 0.65 -0.08 2.00 -0.31
O -3.72 7.21 5.16 -0.59
O -2.61 -3.33 -7.25 -0.54
O -1.49 0.34 -3.51 -0.51
O -1.98 -5.29 1.71 -0.53
O -0.03 0.47 -1.92 -0.34
O 5.08 3.82 -5.12 -0.64
O -8.01 3.57 -1.77 -0.62
O 2.90 -1.71 4.11 -0.54
O -7.18 3.99 0.18 -0.58
O 3.23 0.40 4.24 -0.58
O -4.10 6.44 3.19 -0.56
O 3.72 2.47 -6.04 -0.59
O -1.03 -3.49 -8.75 -0.57
O -1.82 -7.40 1.36 -0.58
N -3.76 6.29 4.37 0.90
N -1.39 -3.31 -7.58 0.89
N -0.56 0.91 -2.94 0.91
N 4.40 2.81 -5.06 1.12
N -1.40 -6.34 1.92 0.97
N -7.17 3.46 -0.88 0.99
N 2.65 -0.59 4.57 1.04
C -0.56 -0.98 6.48 -0.83
C -6.01 2.54 -1.17 0.21
C -0.45 0.07 7.40 -0.31
C 0.67 3.21 -5.66 -0.65
C -0.08 -6.35 2.57 -0.21
C -3.11 5.00 4.75 -0.28
C 0.08 2.14 -5.00 -0.51
C 1.63 0.69 6.51 -0.09
C -4.02 0.61 -1.54 -0.41
C 5.31 1.64 -1.56 -0.64
C 0.97 -3.58 -6.87 -0.27
C -0.35 -3.13 -6.57 0.03
C -1.56 2.76 5.26 0.28
C 0.72 -5.19 2.81 0.08
C 1.43 4.08 -4.92 -0.50
C 0.16 2.01 -3.59 0.08
C 1.95 -5.32 3.40 -0.42
C 1.61 -3.15 -4.55 -0.44
C 3.80 0.05 -2.65 0.06
C 0.29 -2.65 -4.23 -0.54
C 3.80 0.78 -3.82 -0.23
C -2.41 4.85 5.95 -0.34
C 0.46 -7.56 2.97 -0.38
C -0.61 -2.56 -5.27 -0.44
C -4.80 2.61 -0.37 -0.70
C 4.64 0.36 -1.58 -0.64
C 0.93 2.91 -2.89 -0.15
C -1.62 3.71 6.22 -0.47
C -3.85 1.59 -0.56 -0.18
C 4.53 1.93 -3.88 -0.37
C 2.45 -6.56 3.80 -0.52
C 0.65 0.85 7.48 -0.64
C 1.78 -7.68 3.47 -0.56
C 1.90 -3.61 -5.82 -0.64
C 1.68 3.90 -3.57 -0.64
C -2.91 4.05 3.71 -0.36
C 5.28 2.39 -2.74 -0.46
C -6.13 1.62 -2.21 -0.37
C -2.14 2.93 4.01 -0.47
C 0.53 -1.18 5.58 -0.15
C -5.12 0.59 -2.40 -0.77
C 1.59 -0.37 5.59 -0.07
B 0.35 1.18 1.42 -0.02
B 2.29 -2.24 -0.14 0.69
H -5.31 -0.23 -3.08 0.46
H 3.14 -0.81 -2.64 0.38
H 1.95 4.91 -5.37 0.34
H 3.22 0.43 -4.66 0.60
H 2.24 -8.61 3.77 0.33
H -2.51 5.66 6.67 0.41
H 2.33 1.51 6.45 0.37
H 0.38 -4.22 2.47 0.59
H -0.12 -8.46 2.80 0.38
H 2.35 -3.28 -3.78 0.46
H 1.26 -3.95 -7.84 0.44
H -3.24 -0.14 -1.61 0.48
H -3.04 1.59 0.16 0.49
H 2.62 -4.49 3.57 0.44
H 2.43 4.55 -3.16 0.48
H 1.04 2.89 -1.82 0.42
H -4.85 3.38 0.39 0.48
H 0.67 1.79 8.02 0.40
H -1.32 0.20 8.03 0.34
H 0.52 3.38 -6.71 0.42
H -3.32 4.19 2.72 0.52
H -1.88 2.19 3.27 0.47
H -7.00 1.63 -2.86 0.41
H -0.91 1.90 5.28 0.09
H -1.59 -2.13 -5.16 0.53
H 4.71 -0.23 -0.67 0.45
H -1.17 3.66 7.20 0.32
H 0.54 -1.99 4.87 0.63
H -1.40 -1.63 6.65 0.43
H 0.21 -2.31 -3.21 0.58
H 3.38 -6.74 4.32 0.36
H 5.88 2.04 -0.73 0.45
H -0.53 1.38 -5.48 0.57
H 5.88 3.28 -2.79 0.45
H 2.92 -3.90 -6.03 0.37
```

Total energy, Eh: -7631.688251
Net charge: -1
<S²>: 8.75
Kohn-Sham gap (spin up / spin down), eV: 6.586 / 6.601
M, g mol⁻¹: 1170.23
Multiplicity: 6

***

Entry 5:
Density functional theory data (ωB97M-V with the def2-TZVPD basis set) for 9 unconnected molecules or ions with the total composition C42H36BF4O26 in a non-equilibrium geometry.

```
109
Properties=species:S:1:pos:R:3:mulliken_charge:R:1
F -8.79 -31.81 -9.67 -0.24
F -9.18 -33.63 -8.35 -0.28
F -8.34 -31.81 -7.35 0.21
F -10.48 -31.84 -8.22 -0.64
O -4.10 -33.34 -12.42 -0.65
O -8.84 -36.57 -6.73 -0.48
O -4.23 -31.77 -8.47 -0.52
O -5.73 -25.20 -7.55 -0.61
O -8.80 -29.48 -10.87 0.50
O -4.41 -28.18 -10.40 -0.69
O -11.08 -40.64 -5.47 -0.46
O -11.14 -35.54 -7.89 -0.42
O -11.18 -29.32 -8.77 -0.47
O -10.97 -30.70 -11.85 -0.63
O -9.72 -24.73 -7.78 -0.70
O -13.39 -39.71 -6.76 -0.63
O -10.72 -32.97 -5.72 0.16
O -5.08 -33.87 -3.35 -0.61
O -7.43 -27.83 -3.93 -0.71
O -13.32 -32.19 -5.82 -0.57
O -9.81 -25.64 -13.49 -0.62
O -6.57 -32.53 -11.30 -0.58
O -14.56 -35.79 -2.77 -0.45
O -11.69 -29.53 -6.17 -0.52
O -8.56 -29.57 -5.72 -0.55
O -12.33 -26.52 -14.01 -0.48
O -12.10 -36.71 -2.94 -0.67
O -10.14 -25.12 -5.10 -0.46
O -6.89 -26.90 -9.23 -0.56
O -2.12 -29.15 -11.60 -0.62
C -7.86 -28.63 -6.20 0.74
C -9.80 -38.55 -6.19 -0.81
C -11.09 -27.38 -5.58 -0.67
C -6.37 -26.32 -7.15 -0.14
C -11.49 -27.31 -13.39 0.70
C -7.07 -33.55 -4.31 0.16
C -9.67 -28.78 -11.63 0.34
C -4.13 -33.00 -8.34 0.76
C -6.92 -27.10 -8.05 0.78
C -6.52 -26.44 -5.68 -1.20
C -10.16 -26.73 -13.00 0.25
C -7.64 -28.32 -7.58 -0.91
C -3.02 -31.33 -12.02 -0.96
C -9.35 -27.35 -11.99 -1.30
C -2.90 -33.76 -8.78 -1.52
C -9.84 -37.20 -6.74 0.53
C -12.33 -37.60 -7.36 -0.65
C -11.42 -35.05 -4.32 -0.42
C -5.49 -31.68 -11.37 0.17
C -5.37 -31.57 -4.03 -0.90
C -5.79 -33.10 -3.92 0.30
C -7.25 -27.59 -5.20 0.28
C -10.49 -25.98 -5.99 0.05
C -10.76 -29.50 -12.23 1.02
C -10.56 -26.84 -8.42 -0.57
C -3.13 -29.93 -11.49 0.34
C -14.03 -33.83 -4.37 -1.01
C -11.05 -36.82 -7.37 0.44
C -11.74 -28.67 -13.04 -1.21
C -10.19 -25.86 -7.43 0.78
C -11.08 -39.39 -6.12 0.60
C -5.24 -33.67 -7.66 -0.55
C -11.72 -33.69 -5.08 -0.32
C -11.01 -28.21 -7.91 0.87
C -5.45 -30.25 -10.82 0.37
C -4.31 -29.34 -10.91 0.99
C -4.23 -32.19 -11.96 0.63
C -12.36 -35.66 -3.54 0.56
C -13.77 -35.10 -3.57 0.51
C -12.34 -38.92 -6.76 0.62
C -11.30 -28.41 -6.52 0.49
C -13.04 -33.18 -5.14 1.04
B -9.14 -32.24 -8.38 0.31
H -7.30 -32.93 -5.28 -0.27
H -2.47 -33.06 -9.54 0.24
H -12.53 -29.16 -13.44 0.52
H -3.24 -34.58 -9.45 0.31
H -9.42 -30.14 -10.88 -0.05
H -9.96 -25.55 -4.28 0.42
H -11.55 -30.26 -8.46 0.35
H -13.22 -26.89 -14.29 0.36
H -10.37 -35.42 -4.14 0.36
H -6.10 -32.90 -7.56 -0.18
H -2.51 -28.27 -11.22 0.40
H -7.27 -32.15 -10.64 0.37
H -5.96 -25.22 -8.51 0.36
H -8.95 -39.02 -5.86 0.45
H -15.50 -35.26 -2.77 0.38
H -2.10 -31.76 -12.56 0.27
H -10.17 -40.74 -5.13 0.32
H -5.93 -31.26 -4.89 0.02
H -10.52 -34.91 -7.54 0.16
H -13.36 -37.26 -7.77 0.31
H -6.18 -25.72 -5.00 0.54
H -10.21 -26.64 -9.54 0.10
H -8.92 -30.19 -6.35 -0.03
H -4.88 -34.12 -6.62 0.23
H -8.43 -27.20 -11.68 0.78
H -11.24 -27.59 -4.53 0.38
H -5.75 -30.89 -3.20 0.32
H -2.35 -34.06 -8.10 0.67
H -15.05 -33.64 -4.43 0.38
H -6.37 -29.57 -10.56 -0.15
H -6.92 -34.56 -4.75 0.17
H -7.88 -33.53 -3.40 0.29
H -8.01 -28.92 -8.28 1.57
H -10.98 -32.21 -6.02 0.01
H -4.45 -31.69 -4.24 0.52
H -5.73 -34.44 -8.12 0.54
```

Total energy, Eh: -4002.239318
Net charge: -1
Kohn-Sham gap, eV: 6.168
M, g mol⁻¹: 1043.53